[1]
This record from the OMol25 dataset describes a single C8H16N2O molecule at a distorted geometry. The level of theory is the ωB97M-V functional and the def2-TZVPD basis.

Last column: Mulliken charge in e.
Atoms and positions in Å:
C  0.2254  -0.6019  -0.7083  -0.127
C  0.3597  -0.9368  0.5809  1.291
C  -0.7232  0.5339  -1.1110  0.552
C  0.9417  -1.2860  -1.8312  -1.727
C  1.3931  -1.9309  1.0745  -1.675
C  0.0941  1.7452  -1.5978  -1.535
C  -2.8552  0.3660  0.0130  -0.901
C  0.9489  1.1639  2.3527  -0.499
N  -0.5116  -0.5072  1.5540  -0.298
N  -1.5694  0.9586  -0.0592  -0.416
O  -0.0831  0.2254  2.5935  -0.227
H  -1.3145  0.1358  -1.9574  0.438
H  1.3890  -0.5600  -2.5076  0.351
H  0.2391  -1.8895  -2.4086  0.295
H  1.7249  -1.9420  -1.4637  0.414
H  1.1657  -2.9254  0.6939  0.447
H  1.3694  -1.9720  2.1619  0.372
H  2.3947  -1.6491  0.7513  0.426
H  0.5589  1.5452  -2.5599  0.393
H  0.8668  1.9961  -0.8753  0.292
H  -0.5695  2.5996  -1.7007  0.427
H  -2.8918  -0.6769  -0.3287  0.330
H  -3.2123  0.4324  1.0398  0.276
H  -3.5412  0.9514  -0.6163  0.352
H  1.1648  1.6203  3.3165  0.309
H  0.5886  1.9176  1.6436  0.199
H  1.8466  0.6865  1.9500  0.243

Summary:
E = -498.984131 hartree
Molar mass = 156.23 Da
Lowest unoccupied orbital energy (spin up / spin down) = 0.478 / 0.466 eV
Spin multiplicity = 1
Energy above the lowest of the compared OMol25 structures with the same formula, charge and spin = 126.6 kcal/mol
Kohn-Sham gap (spin up / spin down) = 8.789 / 8.469 eV


[2]
This record from the OMol25 dataset describes a molecular structure, C8H16N2O at a distorted geometry. The level of theory is the ωB97M-V functional and the def2-TZVPD basis.

Last column: Mulliken charge in e.
Atoms and positions in Å:
C  -8.3558  -0.6131  -4.8160  -0.045
C  -7.2184  -3.6745  -3.8060  0.162
C  -8.8726  -1.4479  -2.8064  -0.066
C  -6.3600  -4.3456  -4.7591  -0.989
C  6.4746  1.2480  2.4369  -1.089
C  7.1015  2.1579  3.5235  -0.133
C  6.3061  3.1627  4.1248  -0.046
C  4.9096  3.3396  3.8925  -0.780
N  -7.5492  -1.5525  -4.9759  -0.486
N  -7.5628  -2.4159  -3.8728  0.163
O  -8.9297  -0.3708  -3.6073  -0.240
H  -8.4014  0.1068  -5.5364  0.467
H  -7.5299  -4.0687  -2.8454  0.399
H  -9.7283  -2.1882  -2.8477  0.320
H  -8.2148  -1.3282  -1.8468  0.322
H  -5.6708  -3.6145  -5.0075  0.358
H  -5.8808  -5.2713  -4.3415  0.313
H  -6.8357  -4.5512  -5.7632  0.323
H  6.4954  1.8447  1.5437  0.346
H  5.4128  1.0857  2.6520  0.286
H  6.9256  0.2805  2.2962  0.347
H  7.2156  1.7129  4.4720  0.303
H  8.0851  2.4283  3.1863  0.403
H  6.9064  3.8184  4.7505  0.421
H  4.3449  2.3692  3.6186  0.250
H  4.3758  4.0257  4.5065  0.367
H  5.1957  3.9639  2.8535  0.324

Summary:
E = -498.414705 hartree
Charge = +2
Molar mass = 156.23 Da
Lowest unoccupied orbital energy = -7.024 eV
Spin multiplicity = 1
Energy above the lowest of the compared OMol25 structures with the same formula, charge and spin = 75.8 kcal/mol
Kohn-Sham gap = 8.987 eV


[3]
This record from the OMol25 dataset describes a single C8H16N2O3S molecule at a distorted geometry. The level of theory is the ωB97M-V functional and the def2-TZVPD basis.

Last column: Mulliken charge in e.
Atoms and positions in Å:
C  1.4781  2.4559  -2.2380  -1.498
C  0.0319  1.9746  -2.2802  0.516
C  -0.8690  3.1408  -2.7286  -1.487
C  -0.4513  1.4776  -0.8939  -0.065
N  0.5232  0.5976  -0.2790  -0.168
C  0.3528  0.2027  1.0171  0.461
O  -0.4617  0.7652  1.7294  -0.653
C  1.1349  -0.9953  1.4507  0.046
N  1.4036  -0.9581  2.9224  -0.648
C  0.3679  -2.2559  1.1891  -0.779
S  1.2222  -3.7952  1.6121  -0.252
C  -1.8273  0.7463  -1.0250  0.213
O  -2.8881  1.3159  -1.0206  -0.562
O  -1.6666  -0.5867  -1.0410  -0.382
H  1.5727  3.3451  -1.5835  0.322
H  2.2406  1.7347  -1.9606  0.356
H  1.7911  2.7774  -3.2154  0.472
H  -0.1065  1.1600  -3.0298  0.278
H  -0.8739  3.9434  -2.0174  0.397
H  -1.9715  2.8569  -2.7597  0.326
H  -0.5316  3.4843  -3.7145  0.403
H  -0.5260  2.3542  -0.2672  0.363
H  0.9907  -0.0140  -0.9312  0.376
H  2.0426  -1.0042  0.8689  0.315
H  2.1526  -0.3009  3.1065  0.267
H  0.5492  -0.6089  3.3792  0.280
H  -0.6120  -2.2511  1.7175  0.355
H  0.1243  -2.3312  0.1367  0.240
H  1.4423  -3.3212  2.8707  0.162
H  -2.5039  -1.0137  -1.1863  0.345

Summary:
E = -1047.886877 hartree
Molar mass = 220.29 Da
Lowest unoccupied orbital energy = 0.472 eV
Spin multiplicity = 1
Energy above the lowest of the compared OMol25 structures with the same formula, charge and spin = 7.5 kcal/mol
SMILES string = CC(C)[C@H](NC(=O)[C@@H](N)CS)C(=O)O
Kohn-Sham gap = 9.468 eV


[4]
This record from the OMol25 dataset describes a gas-phase ion, C8H16N3 (charge +1) at a distorted geometry. The level of theory is the ωB97M-V functional and the def2-TZVPD basis.

Last column: Mulliken charge in e.
Atoms and positions in Å:
C  1.3741  1.9341  -0.2807  -0.675
C  1.5854  0.3669  -0.2863  -0.859
N  0.6173  -0.1706  0.5551  -0.283
C  0.6695  -1.6151  0.5574  -0.751
C  -0.5931  -1.9585  1.2499  -0.686
C  -1.9235  -1.5745  0.5969  -0.660
N  -1.9555  -0.4809  -0.2485  -0.069
C  -1.2757  0.6326  -0.4203  0.667
C  -1.4989  -0.2197  -1.5729  -0.528
N  -1.0507  1.7969  0.0681  -0.190
C  0.0311  2.5157  -0.6455  -0.540
H  2.1694  2.3566  -0.8595  0.422
H  1.6536  2.2800  0.8298  0.273
H  1.4692  -0.0178  -1.3219  0.378
H  2.4843  0.0662  0.1854  0.499
H  0.7616  0.3729  1.4685  0.314
H  1.5919  -2.0047  0.9227  0.499
H  0.6657  -1.8613  -0.4877  0.336
H  -0.4831  -1.5257  2.2911  0.285
H  -0.5178  -2.9690  1.2828  0.555
H  -2.2695  -2.4869  0.0533  0.387
H  -2.6400  -1.5477  1.4429  0.259
H  -2.2440  0.0706  -2.4293  0.253
H  -0.6835  -0.8543  -2.0321  0.161
H  -1.1183  2.1699  1.0131  0.338
H  -0.1328  3.5898  -0.3058  0.338
H  -0.1574  2.4190  -1.7628  0.277

Summary:
E = -478.320195 hartree
Charge = +1
Molar mass = 154.24 Da
Lowest unoccupied orbital energy = -2.809 eV
Spin multiplicity = 1
Energy above the lowest of the compared OMol25 structures with the same formula, charge and spin = 84.7 kcal/mol
SMILES string = C1CNCCC[N+]2=C(C2)NC1
Kohn-Sham gap = 10.086 eV


[5]
This record from the OMol25 dataset describes a gas-phase ion, C8H16N3O2S (charge +1) at a distorted geometry. The level of theory is the ωB97M-V functional and the def2-TZVPD basis.

Last column: Mulliken charge in e.
Atoms and positions in Å:
C  2.8643  -0.9258  2.2420  -1.460
C  2.7916  -0.4568  0.7985  1.290
N  3.9416  -0.2678  0.1469  -0.488
S  4.6222  0.2635  -1.3830  -0.377
N  1.5722  -0.0975  0.2778  0.053
C  1.6115  0.3052  -1.1350  -1.193
C  0.3410  0.1085  0.9956  -0.082
O  -0.0250  1.3795  1.0740  -0.361
C  -1.2135  1.6629  0.4250  -0.574
C  -1.6315  0.3046  -0.0608  0.806
N  -2.6786  -0.0204  -0.7763  0.077
C  -2.8735  -1.3997  -1.1892  -0.998
C  -3.7638  0.8239  -0.9988  -0.979
O  -0.7236  -0.6657  0.3102  -0.401
H  2.1790  -1.6988  2.5118  0.361
H  2.7372  -0.1688  3.0428  0.344
H  3.9785  -1.0864  2.4989  0.299
H  4.8609  -0.4329  0.6630  0.298
H  2.4089  -0.0896  -1.7168  0.468
H  0.7163  -0.1512  -1.7424  0.104
H  1.6658  1.3704  -1.1514  0.447
H  0.4204  -0.6550  1.8570  0.260
H  -1.0510  2.3298  -0.4375  0.391
H  -1.9413  2.0410  1.1202  0.461
H  -2.2410  -2.0213  -0.5461  0.374
H  -3.9226  -1.7588  -1.2637  0.421
H  -2.4664  -1.6855  -2.2427  0.320
H  -4.5277  0.6411  -0.3131  0.392
H  -3.4872  1.8889  -0.9901  0.384
H  -4.1647  0.4626  -2.0169  0.362

Summary:
E = -1026.986602 hartree
Charge = +1
Molar mass = 218.30 Da
Lowest unoccupied orbital energy = -4.051 eV
Spin multiplicity = 1
Energy above the lowest of the compared OMol25 structures with the same formula, charge and spin = 102.7 kcal/mol
SMILES string = C/C(=[NH+]/[S-])N(C)[C@H]1OCC(=[N+](C)C)O1
Kohn-Sham gap = 5.704 eV


[6]
This record from the OMol25 dataset describes 2 unconnected molecules or ions with the total composition C8H16N3S at a distorted geometry. The level of theory is the ωB97M-V functional and the def2-TZVPD basis.

Last column: Mulliken spin population.
Atoms and positions in Å:
C  -1.4094  1.2281  -3.9454  0.076
C  -1.1402  -0.1577  0.7512  -0.006
C  0.4221  -1.3584  -0.4082  0.007
C  -0.7154  2.6161  -3.9233  0.007
C  -0.0777  -1.3295  1.1590  0.007
C  2.0096  -0.1363  2.2057  0.000
C  0.1716  -1.1363  3.6176  0.000
C  0.9601  -1.2149  2.3029  -0.001
N  -1.1635  0.5356  -2.6468  0.835
N  0.1160  -0.1652  0.1876  0.011
N  -0.4315  1.1289  -1.8748  0.656
S  0.0119  2.6913  -2.2751  0.353
H  -2.4710  1.2686  -4.0268  0.017
H  -0.8302  0.4038  -4.5066  0.013
H  -1.9233  -0.7045  0.2655  -0.003
H  -1.1330  0.5647  1.5434  0.008
H  1.3678  -1.5989  -0.6662  -0.009
H  -0.3745  -1.8434  -1.0877  -0.001
H  0.2743  2.7400  -4.6010  0.014
H  -1.4445  3.3918  -4.0212  0.014
H  -0.7396  -2.2145  1.0483  0.002
H  2.8093  -0.2543  1.5625  0.000
H  2.4494  0.2015  3.1349  0.000
H  1.5614  0.6884  1.8390  0.000
H  0.9209  -0.9990  4.4408  0.000
H  -0.2438  -1.9959  3.9493  0.000
H  -0.4366  -0.2319  3.4755  0.000
H  1.4597  -2.1178  2.4999  0.000

Summary:
E = -876.270109 hartree
Charge = +1
Molar mass = 186.30 Da
Lowest unoccupied orbital energy (spin up / spin down) = -3.918 / -5.626 eV
Spin multiplicity = 3
Energy above the lowest of the compared OMol25 structures with the same formula, charge and spin = 91.0 kcal/mol
Kohn-Sham gap (spin up / spin down) = 5.383 / 6.183 eV